Record 1
# C18H54FeNO21

A structure of composition C18H54FeNO21 in a non-equilibrium geometry (the ωB97M-V functional and the def2-TZVPD basis, the OMol25 dataset).

Its expectation value of S² is 6.006. Its LUMO energy (spin up / spin down) is -2.80 / -2.98 eV. The value obtained for the total energy is -3616.21379 Eh. The molar mass is 676.461 g/mol. As for the energy relative to the best compared isomer or geometry (same formula, charge and spin): 61.9 kcal/mol.

Structure (ORCA input):
```
! RIJCOSX wB97M-V def2-TZVPD def2/J DEFGRID3
* xyz 1 5
Fe 10.444 7.726 -10.763
O 11.322 3.939 -10.436
O 15.373 7.296 -9.300
O 9.905 5.489 -10.985
O 10.762 7.290 -12.933
O 6.349 0.990 -11.825
O 8.203 4.647 -7.075
O 8.516 2.968 -14.674
O 15.253 1.445 -11.550
O 5.129 7.495 -14.212
O 11.914 6.022 -10.571
O 8.409 7.402 -9.910
O 15.034 4.399 -6.973
O 9.982 5.367 -14.766
O 10.580 5.838 -7.335
O 7.410 6.100 -12.770
O 11.494 3.950 -4.864
O 14.152 3.935 -11.386
O 12.088 9.036 -11.337
O 9.384 9.701 -10.988
O 9.553 1.502 -9.962
O 6.802 6.345 -8.892
N 11.035 5.104 -10.672
C 5.056 6.747 -13.015
C 11.608 8.282 -13.517
C 15.427 5.879 -9.006
C 6.592 4.885 -8.871
C 15.014 2.191 -12.748
C 7.885 4.257 -8.401
C 7.509 8.326 -10.564
C 7.974 9.757 -10.686
C 10.636 4.117 -14.470
C 15.454 5.653 -7.466
C 8.657 1.064 -10.981
C 12.778 8.656 -12.570
C 13.921 3.205 -12.577
C 12.120 4.950 -5.710
C 6.069 5.631 -12.884
C 9.642 3.180 -13.818
C 11.741 4.981 -7.151
C 7.213 1.553 -10.854
H 14.439 7.502 -9.331
H 4.102 6.225 -12.892
H 7.569 4.252 -6.467
H 6.895 1.406 -9.820
H 13.865 3.824 -13.482
H 5.963 4.798 -13.589
H 8.048 2.151 -14.501
H 7.180 2.628 -11.076
H 12.226 9.978 -11.206
H 5.900 6.683 -8.893
H 14.461 5.603 -9.436
H 11.199 3.647 -15.278
H 16.278 5.376 -9.461
H 11.013 9.143 -13.832
H 6.840 0.377 -12.384
H 8.643 -0.009 -10.764
H 9.193 3.512 -12.875
H 15.785 3.807 -6.892
H 12.477 5.524 -7.746
H 13.438 7.822 -12.341
H 8.667 4.610 -9.074
H 11.376 4.372 -13.703
H 12.918 2.769 -12.479
H 15.968 2.713 -12.898
H 7.916 5.342 -12.456
H 9.031 1.309 -11.974
H 10.242 2.050 -10.357
H 6.282 4.669 -9.899
H 4.439 7.227 -14.823
H 14.782 6.449 -7.130
H 11.665 3.986 -7.601
H 14.854 1.550 -13.614
H 11.273 3.237 -5.476
H 5.143 7.408 -12.154
H 13.214 4.893 -5.670
H 10.094 2.197 -13.644
H 14.951 2.049 -10.855
H 5.699 4.709 -8.264
H 16.448 5.829 -7.047
H 10.625 6.688 -13.690
H 6.564 8.243 -10.023
H 9.640 10.433 -11.558
H 9.113 5.045 -15.058
H 9.839 5.329 -6.971
H 5.859 5.174 -11.898
H 13.381 9.507 -12.875
H 7.848 6.916 -9.272
H 7.847 3.170 -8.506
H 7.318 7.952 -11.568
H 7.798 10.365 -9.799
H 13.342 4.068 -10.880
H 12.058 7.936 -14.453
H 7.437 10.203 -11.523
H 11.981 5.852 -5.112
*
```

---

Record 2
# C18H54N18O36

A cluster of 18 separate species, C18H54N18O36 in total in a non-equilibrium geometry (the ωB97M-V functional and the def2-TZVPD basis, the OMol25 dataset).

Its LUMO energy is -1.03 eV. The value obtained for the total energy is -4410.70324 Eh. The molar mass is 1098.720 g/mol. As for the energy relative to the best compared isomer or geometry (same formula, charge and spin): 48.3 kcal/mol.

Structure (ORCA input):
```
! RIJCOSX wB97M-V def2-TZVPD def2/J DEFGRID3
* xyz 0 1
O -0.775 -2.649 1.278
O -0.277 0.437 1.783
O -7.890 0.217 0.008
O -3.304 -4.190 2.574
O 2.303 -1.738 1.614
O -6.331 4.603 4.900
O 1.175 2.413 -2.503
O -5.290 2.432 0.757
O 1.604 1.124 -5.529
O 4.110 -0.511 -1.331
O 6.822 0.091 4.880
O 4.691 4.282 -1.259
O -9.039 0.938 1.723
O -1.644 -0.249 -3.223
O 3.111 -5.317 -2.188
O -1.115 -1.823 6.509
O -5.976 -2.942 -1.510
O -5.028 -4.500 1.323
O 1.936 2.303 4.445
O 1.794 -5.270 -3.880
O -1.735 0.379 0.212
O 3.735 6.159 -0.862
O 5.465 0.854 6.420
O 8.354 2.655 -0.622
O -3.296 3.255 0.676
O 0.109 -1.264 -3.904
O 4.448 -1.497 1.506
O 0.052 1.559 -6.976
O -6.514 3.590 2.992
O 0.119 -0.218 5.618
O 8.181 0.681 0.211
O -0.422 3.582 -1.647
O 0.286 -3.722 -0.326
O -4.469 -1.370 -1.768
O 2.077 2.444 2.330
O 6.090 -0.245 -2.168
N -5.296 -2.178 -2.220
N -8.041 0.411 1.216
N 3.932 5.017 -0.628
N -0.965 -1.227 -3.344
N -4.210 2.678 0.189
N 5.704 0.502 5.266
N 3.391 -2.077 1.221
N -4.128 -3.815 1.724
N 2.796 -4.867 -3.299
N 0.820 0.802 -6.424
N -0.557 0.211 0.630
N -6.001 3.735 4.121
N 0.195 3.100 -2.580
N 4.949 0.130 -2.003
N -0.118 -3.587 0.838
N 7.718 1.784 -0.031
N -0.478 -1.277 5.594
N 1.428 2.532 3.353
C -0.378 3.453 -3.907
C 4.486 1.462 -2.606
C 3.580 -3.812 -3.936
C 4.571 0.377 4.277
C -4.024 2.127 -1.151
C 0.707 -0.621 -6.859
C 0.512 -0.042 -0.395
C -1.433 -2.534 -2.852
C 0.020 2.917 3.389
C 6.463 2.204 0.518
C 3.055 4.202 0.330
C 0.201 -4.731 1.735
C 3.526 -3.087 0.174
C -3.952 -2.474 1.073
C -5.633 -2.069 -3.662
C -6.986 0.128 2.244
C -4.882 2.867 4.511
C -0.762 -1.887 4.249
H 4.188 1.366 -3.650
H -5.289 1.944 4.923
H -6.866 1.007 2.877
H 4.656 -0.670 3.986
H 6.285 1.655 1.442
H 3.386 -2.738 -0.849
H 2.695 3.281 -0.128
H 0.918 -0.745 -7.921
H -2.984 2.380 -1.359
H -4.143 1.049 -1.260
H 4.780 1.087 3.477
H -7.337 -0.704 2.854
H -5.623 -1.023 -3.970
H 5.671 2.160 -0.230
H -4.877 -2.267 0.535
H 6.457 3.269 0.751
H -0.566 -3.183 -2.724
H -3.125 -2.572 0.370
H 2.265 4.883 0.646
H -1.241 -1.052 3.739
H 0.421 4.009 -4.397
H 3.945 -4.256 -4.862
H -0.257 3.241 2.386
H 0.144 -2.268 3.777
H 3.667 1.819 -1.982
H 4.479 -3.602 0.295
H -6.062 -0.064 1.699
H -0.411 2.483 -4.403
H 0.544 -1.130 -0.457
H -3.768 -1.601 1.700
H -0.246 -1.097 -6.627
H 3.668 0.601 4.844
H -2.094 -2.937 -3.619
H -4.344 3.392 5.301
H -0.077 3.787 4.039
H -4.637 2.750 -1.803
H -0.497 -5.535 1.502
H 5.330 2.152 -2.613
H 3.724 3.993 1.165
H -4.930 -2.754 -4.137
H 1.534 -1.128 -6.361
H 2.809 -3.858 0.459
H -1.447 -2.735 4.273
H 1.227 -4.985 1.467
H 3.021 -2.902 -4.158
H 0.082 -4.409 2.769
H 1.401 0.400 0.054
H -4.272 2.660 3.632
H -1.386 3.866 -3.864
H -6.621 -2.527 -3.646
H -1.903 -2.306 -1.896
H 0.192 0.521 -1.272
H 4.481 -3.601 -3.359
H -0.527 2.052 3.765
*
```

---

Record 3
# C18H54O18

A cluster of 9 separate species, C18H54O18 in total in a non-equilibrium geometry (the ωB97M-V functional and the def2-TZVPD basis, the OMol25 dataset).

The structure (SMILES) is OCCO.OCCO.OCCO.OCCO.OCCO.OCCO.OCCO.OCCO.OCCO. Its LUMO energy is 0.19 eV. The value obtained for the total energy is -2072.20402 Eh. The molar mass is 558.612 g/mol. As for the energy relative to the best compared isomer or geometry (same formula, charge and spin): 124.7 kcal/mol.

Structure (ORCA input):
```
! RIJCOSX wB97M-V def2-TZVPD def2/J DEFGRID3
* xyz 0 1
O -3.732 6.505 -4.975
O -2.843 4.906 6.782
O 5.975 7.563 -1.864
O -6.307 4.992 -4.493
O -0.039 -2.408 -0.649
O 6.648 -5.478 -9.133
O 9.621 -3.321 0.129
O -4.058 -0.461 5.822
O 3.490 -3.507 7.329
O 4.652 -6.237 7.540
O -2.994 -0.276 -0.378
O 8.772 -0.292 -0.747
O -11.367 -2.229 -4.634
O -9.166 -2.216 -1.902
O 4.365 -4.900 -6.416
O -1.987 6.336 4.489
O -2.469 -1.749 7.691
O 4.351 5.590 -0.324
C -2.139 -1.182 -1.053
C -4.955 6.596 -5.688
C 5.039 6.601 -2.472
C -1.110 5.472 5.106
C -10.134 -2.315 -4.041
C -3.855 -2.076 7.684
C -1.462 5.373 6.650
C 3.266 -4.546 6.378
C -0.872 -1.392 -0.202
C -4.465 -1.732 6.280
C 3.359 -5.962 6.998
C -5.794 5.268 -5.810
C 5.439 -4.914 -8.555
C -10.253 -1.722 -2.587
C 3.880 6.207 -1.440
C 9.226 -1.443 -1.404
C 5.346 -5.612 -7.195
C 8.831 -2.916 -0.907
H 4.479 -5.217 -8.973
H 3.942 -4.559 5.523
H -0.071 5.800 5.070
H -2.471 -2.204 -1.237
H -5.508 4.959 -3.961
H 4.795 -5.826 8.396
H 9.177 -4.077 0.519
H 2.260 -4.320 6.023
H -0.346 -0.447 -0.066
H -4.577 -0.289 5.033
H 2.697 -3.163 7.748
H 5.642 5.747 -2.783
H -4.002 -3.139 7.877
H -11.153 -2.093 -2.097
H -4.304 -1.454 8.458
H 2.698 -6.267 7.809
H -1.903 -0.805 -2.048
H 4.472 6.947 -3.336
H 4.041 -5.424 -5.680
H -2.882 6.100 4.743
H 4.616 4.670 -0.395
H -3.864 -0.519 -0.705
H 6.425 7.068 -1.175
H -0.770 4.663 7.104
H 3.158 5.515 -1.875
H 10.302 -1.352 -1.553
H -1.317 6.394 7.004
H -9.475 -1.688 -4.642
H -2.926 3.970 6.589
H -4.967 4.601 -6.055
H -11.708 -3.047 -4.264
H 0.672 -1.980 -1.131
H -6.695 5.130 -6.408
H 5.428 -3.826 -8.627
H -1.124 -1.594 0.839
H 7.803 -3.104 -0.600
H -9.835 -3.362 -4.003
H 6.300 -5.580 -6.669
H -3.641 7.323 -4.482
H -4.693 7.043 -6.647
H 3.186 7.018 -1.219
H -5.549 -1.827 6.337
H -10.346 -0.637 -2.639
H -1.222 4.561 4.517
H 7.038 -4.853 -9.749
H 5.148 -6.684 -7.234
H -5.575 7.361 -5.221
H -2.368 -0.869 7.321
H 9.190 -0.378 0.113
H 8.863 -1.351 -2.428
H -9.467 -2.750 -1.163
H 3.202 -6.753 6.265
H -4.067 -2.465 5.578
H 9.032 -3.490 -1.812
*
```

---

Record 4
# C18H54O18

A cluster of 9 separate species, C18H54O18 in total in a non-equilibrium geometry (the ωB97M-V functional and the def2-TZVPD basis, the OMol25 dataset).

The structure (SMILES) is OCCO.OCCO.OCCO.OCCO.OCCO.OCCO.OCCO.OCCO.OCCO. Its LUMO energy is 0.41 eV. The value obtained for the total energy is -2072.27950 Eh. The molar mass is 558.612 g/mol. As for the energy relative to the best compared isomer or geometry (same formula, charge and spin): 77.3 kcal/mol.

Structure (ORCA input):
```
! RIJCOSX wB97M-V def2-TZVPD def2/J DEFGRID3
* xyz 0 1
O -10.692 -24.967 23.617
O -14.802 -29.862 24.691
O -9.332 -26.155 14.606
O -11.530 -27.663 24.784
O -9.259 -20.159 21.154
O -8.794 -19.289 14.998
O -17.251 -28.856 19.263
O -14.245 -24.277 17.158
O -11.117 -24.357 20.168
O -13.211 -29.277 14.775
O -14.169 -29.477 19.133
O -12.108 -27.299 19.920
O -11.692 -28.008 12.816
O -9.389 -22.138 23.441
O -9.023 -22.290 16.965
O -14.215 -23.847 14.641
O -9.004 -27.921 16.918
O -14.266 -30.500 21.948
C -10.650 -25.448 19.382
C -8.399 -20.442 15.708
C -8.010 -27.822 15.878
C -15.255 -29.002 23.623
C -10.893 -27.378 23.514
C -9.673 -21.523 21.102
C -9.980 -26.174 23.441
C -14.912 -28.351 18.684
C -12.833 -27.947 15.029
C -9.512 -21.133 16.412
C -11.666 -26.499 18.862
C -8.093 -26.415 15.227
C -12.536 -27.172 13.663
C -14.163 -29.212 22.577
C -14.834 -22.762 15.307
C -10.410 -21.965 22.370
C -14.300 -22.923 16.800
C -16.293 -28.833 18.255
H -11.205 -24.695 21.062
H -9.914 -20.517 17.217
H -10.172 -24.223 23.931
H -11.176 -27.109 18.104
H -14.204 -28.416 21.833
H -11.925 -26.348 14.031
H -9.419 -26.121 22.508
H -14.358 -27.913 17.854
H -10.823 -21.021 22.725
H -13.315 -22.493 16.983
H -15.398 -27.976 23.963
H -7.573 -20.341 16.412
H -13.121 -29.183 22.898
H -17.537 -28.002 19.597
H -9.837 -25.991 19.863
H -9.221 -26.095 24.221
H -11.799 -27.144 22.955
H -12.503 -26.011 18.363
H -7.971 -25.663 16.006
H -9.449 -26.734 13.849
H -8.039 -21.153 14.965
H -9.630 -22.538 17.667
H -8.317 -20.191 21.336
H -8.851 -28.688 17.475
H -16.336 -29.892 17.999
H -12.386 -29.545 14.363
H -12.571 -28.016 19.481
H -10.226 -24.976 18.496
H -13.890 -29.617 24.860
H -16.628 -28.198 17.435
H -7.299 -26.233 14.503
H -11.134 -22.770 22.242
H -13.300 -26.639 13.097
H -9.315 -21.293 23.892
H -8.944 -22.313 20.923
H -14.661 -21.791 14.844
H -12.052 -27.876 15.787
H -10.342 -21.556 20.242
H -14.265 -24.577 15.263
H -11.007 -28.282 25.299
H -8.062 -28.568 15.085
H -12.056 -27.862 11.940
H -14.869 -22.330 17.515
H -13.713 -27.446 15.430
H -14.625 -31.222 22.469
H -7.030 -28.005 16.317
H -15.895 -23.005 15.370
H -13.756 -24.417 17.972
H -9.174 -18.618 15.571
H -16.255 -29.343 23.353
H -10.367 -21.370 15.780
H -15.032 -27.505 19.361
H -10.486 -28.273 23.044
H -14.572 -29.843 19.924
*
```

---

Record 5
# C18H54O20P2

A cluster of 8 separate species, C18H54O20P2 in total in a non-equilibrium geometry (the ωB97M-V functional and the def2-TZVPD basis, the OMol25 dataset).

The structure (SMILES) is COP(=O)(OC)OC.COP(=O)(OC)OC.OCCO.OCCO.OCCO.OCCO.OCCO.OCCO. Its LUMO energy is 0.37 eV. The value obtained for the total energy is -2905.77037 Eh. The molar mass is 652.558 g/mol.

Structure (ORCA input):
```
! RIJCOSX wB97M-V def2-TZVPD def2/J DEFGRID3
* xyz 0 1
P -2.123 4.911 1.233
P 2.829 1.375 2.716
O -5.334 -1.880 0.838
O 3.062 -0.607 -4.759
O -0.427 -2.702 5.310
O 0.345 -1.994 -2.384
O -1.613 -3.797 -3.219
O 4.288 0.786 2.508
O -0.728 -0.349 3.649
O 2.948 -2.683 0.978
O 1.713 0.489 2.341
O 3.428 -2.469 -1.900
O -2.533 5.732 2.373
O -3.512 -0.611 -1.185
O 0.850 -1.052 -7.612
O -0.549 4.995 0.948
O -4.538 -3.048 -2.101
O -2.363 3.335 1.427
O 0.682 0.705 -1.597
O 2.784 1.769 4.269
O 2.884 2.811 1.984
O -2.825 5.291 -0.149
C -0.674 -1.242 -1.749
C -1.390 2.648 2.253
C -0.179 -2.733 3.877
C 2.631 2.816 0.569
C 1.962 -0.528 -6.903
C 0.074 6.185 0.472
C 3.794 -3.577 -1.127
C -2.585 -4.596 -2.545
C 1.652 2.315 4.916
C -0.010 -0.251 -0.814
C -4.035 -0.059 0.023
C 1.918 -1.038 -5.465
C 4.119 -3.104 0.295
C -4.126 -1.156 1.081
C -1.022 -1.674 3.200
C -4.245 5.227 -0.250
C 5.401 1.446 3.104
C -3.558 -3.935 -1.545
H 2.877 3.829 0.261
H -2.087 -1.868 3.307
H 3.067 2.026 -0.042
H -0.008 -0.029 3.093
H -0.727 0.232 -0.144
H -3.233 0.623 0.337
H 0.889 -0.742 -8.519
H -2.127 -5.365 -1.915
H 0.744 1.932 4.441
H 0.921 -0.920 -5.036
H -3.271 -1.835 1.116
H 0.659 -0.796 -0.129
H 5.805 2.147 2.371
H -4.512 4.524 -1.038
H 3.019 -4.342 -1.188
H -4.586 6.237 -0.485
H 0.436 6.028 -0.542
H 6.180 0.720 3.333
H -3.219 -5.086 -3.283
H 0.297 -3.222 5.673
H 0.910 6.426 1.128
H 1.108 0.231 -2.321
H 4.856 -2.293 0.268
H -4.780 4.940 0.658
H -1.842 1.896 2.894
H 4.655 -3.874 0.872
H -0.673 -1.580 2.164
H 1.606 3.402 4.827
H -1.199 -0.695 -2.544
H -3.115 -3.468 -0.662
H -0.615 7.029 0.512
H -0.637 2.263 1.569
H -0.090 -3.719 3.403
H 2.023 0.570 -6.869
H 2.859 -0.873 -7.428
H 5.283 2.004 4.033
H -3.604 0.024 -1.902
H 2.561 -2.119 -1.674
H -1.369 -1.893 -1.210
H -5.011 0.417 -0.050
H 3.149 -2.185 1.775
H -0.953 3.379 2.937
H 3.062 -1.108 -3.931
H -0.137 -2.779 -2.714
H 1.589 2.070 5.973
H -4.130 -0.638 2.039
H 1.558 2.691 0.394
H -5.183 -2.370 0.015
H -4.005 -2.245 -2.233
H 4.801 -3.901 -1.404
H 0.898 -2.483 3.843
H 2.042 -2.110 -5.696
H -4.104 -4.811 -1.185
H -1.632 -4.042 -4.147
*
```